(1)
Here is a structure of composition C25H29N3O9Ti from the Open Molecules 2025 dataset. Energies are from wB97M-V/def2-TZVPD.

```
67
C25H29N3O9Ti | the Open Molecules 2025 dataset | wB97M-V/def2-TZVPD
Ti 1.29 -0.21 -0.15
C -2.31 3.09 -0.25
C -1.99 3.09 -1.73
O -1.10 2.05 -2.09
C -1.75 0.91 -2.60
C -0.86 -0.30 -2.47
O -0.63 -0.71 -1.12
C -1.80 -1.36 -0.56
C -1.68 -1.62 0.92
O -1.60 -0.43 1.66
C -2.84 0.21 1.91
C -2.76 1.67 1.56
O -2.76 1.81 0.15
H -3.08 3.85 -0.05
H -1.41 3.36 0.31
H -1.50 4.03 -1.98
H -2.91 3.02 -2.33
H -1.96 1.04 -3.68
H -2.71 0.75 -2.10
H 0.12 -0.08 -2.90
H -1.29 -1.14 -3.02
H -1.93 -2.30 -1.10
H -2.66 -0.71 -0.74
H -0.80 -2.22 1.16
H -2.56 -2.22 1.20
H -3.09 0.10 2.97
H -3.65 -0.26 1.33
H -1.84 2.09 1.98
H -3.62 2.20 1.99
C 2.87 -0.55 -2.96
O 2.06 -1.15 -1.94
C 1.78 -2.51 -2.03
C 1.83 -3.22 -3.21
C 1.55 -4.59 -3.18
C 1.23 -5.19 -1.97
C 1.18 -4.47 -0.79
C 1.44 -3.09 -0.80
N 1.43 -2.24 0.29
N 1.37 -2.86 1.48
C 1.55 -2.06 2.57
C 2.06 -0.75 2.53
O 2.37 -0.15 1.37
C 2.26 -0.03 3.73
C 1.97 -0.58 4.94
C 1.45 -1.90 5.03
C 1.14 -2.48 6.28
C 0.65 -3.75 6.36
C 0.44 -4.50 5.19
C 0.74 -3.96 3.96
C 1.25 -2.65 3.85
H 3.79 -1.13 -3.08
H 3.10 0.46 -2.62
H 2.33 -0.51 -3.90
H 2.11 -2.75 -4.14
H 1.58 -5.17 -4.09
H 1.02 -6.25 -1.95
H 0.96 -4.94 0.16
H 2.66 0.97 3.64
H 2.13 -0.01 5.85
H 1.30 -1.90 7.18
H 0.41 -4.19 7.33
H 0.06 -5.51 5.25
H 0.59 -4.53 3.06
O 1.90 1.68 -0.82
N 1.09 2.31 -0.05
O 1.08 3.50 0.04
O 0.30 1.55 0.59
```

Values from the calculation:
Maximum force   0.8 eV/Å
2S+1   3
Molecular weight   563.4 g mol⁻¹
Energy relative to the best compared isomer or geometry (same formula, charge and spin)   20.9 kJ/mol
Energy   -2660.857759 Eh
LUMO energy (spin up / spin down)   0.34 / -0.02 eV

=====

(2)
Here is a structure of composition C14H17ClN3O4PdS2 in a non-equilibrium geometry from the Open Molecules 2025 dataset. Energies are from wB97M-V/def2-TZVPD.

```
42
C14H17ClN3O4PdS2 | the Open Molecules 2025 dataset | wB97M-V/def2-TZVPD
Pd 0.24 0.60 1.04
O -1.97 1.09 1.22
S -1.97 -0.14 0.41
O -3.23 -0.64 0.00
O -1.01 0.08 -0.70
O -1.23 -1.16 1.30
C 2.14 4.53 -0.46
C 1.96 3.16 -0.47
N 0.79 2.60 -0.18
C -0.23 3.38 0.14
C -0.10 4.76 0.35
C 1.11 5.35 -0.01
C -1.19 5.46 1.02
C -1.79 4.96 2.11
C -1.39 3.72 2.78
C -2.32 2.92 3.44
C -1.86 1.68 3.87
N -0.59 1.32 3.79
C 0.25 2.21 3.26
N -0.11 3.36 2.74
H 3.09 4.95 -0.76
H 2.76 2.49 -0.74
H -1.20 2.90 0.26
H 1.26 6.41 0.11
H -1.51 6.41 0.61
H -2.63 5.47 2.54
H -3.35 3.22 3.55
H -2.54 0.95 4.29
H 1.32 2.03 3.38
Cl 1.69 -0.89 2.51
C 2.36 0.23 1.33
H 2.91 -0.32 0.57
H 2.97 0.96 1.84
C 0.51 -2.54 -0.64
S -1.14 -2.98 -0.03
C -0.73 -4.00 1.41
H 0.84 -3.31 -1.33
H 1.20 -2.43 0.19
H 0.40 -1.60 -1.19
H 0.25 -3.75 1.80
H -0.77 -5.04 1.11
H -1.49 -3.80 2.16
```

Values from the calculation:
Maximum force   5.5 eV/Å
Molecular weight   497.3 g mol⁻¹
Net charge   +1
Energy relative to the best compared isomer or geometry (same formula, charge and spin)   375.5 kJ/mol
Energy   -2392.903195 Eh
LUMO energy (spin up / spin down)   -6.99 / -6.99 eV

=====

(3)
Here is a structure of composition C5H7NO in a non-equilibrium geometry from the Open Molecules 2025 dataset. Energies are from wB97M-V/def2-TZVPD.

```
14
C5H7NO | the Open Molecules 2025 dataset | wB97M-V/def2-TZVPD
C 0.25 -1.54 -1.47
C -0.10 0.05 0.22
C 0.30 1.25 -0.15
C -0.08 1.77 1.19
N 0.02 2.93 1.64
O -0.53 0.60 1.72
C -0.30 -1.35 -0.02
H 0.25 -2.60 -1.65
H -0.39 -1.05 -2.22
H 1.28 -1.18 -1.63
H 0.73 1.70 -1.01
H -0.31 2.95 2.60
H 0.25 -1.93 0.73
H -1.37 -1.61 0.05
```

Values from the calculation:
Maximum force   3.9 eV/Å
Molecular weight   97.1 g mol⁻¹
Energy relative to the best compared isomer or geometry (same formula, charge and spin)   246.1 kJ/mol
Energy   -324.630740 Eh
LUMO energy   0.85 eV

=====

(4)
Here is a structure of composition C6H37N2O13 in a non-equilibrium geometry from the Open Molecules 2025 dataset. Energies are from wB97M-V/def2-TZVPD.

```
58
C6H37N2O13 | the Open Molecules 2025 dataset | wB97M-V/def2-TZVPD
C -1.45 -1.67 1.42
C -0.04 -1.61 0.74
N 0.22 -0.42 -0.05
C -0.58 0.07 -1.07
C 0.05 1.13 -1.74
N 1.24 1.32 -1.11
C 1.35 0.40 -0.09
C 2.24 2.35 -1.40
H -2.25 -1.94 0.73
H -1.64 -0.76 1.99
H -1.44 -2.42 2.21
H 0.15 -2.49 0.13
H 0.64 -1.67 1.60
H -1.48 -0.51 -1.25
H -0.23 1.81 -2.54
H 2.16 0.32 0.62
H 1.86 3.24 -1.90
H 3.12 1.84 -1.80
H 2.74 2.62 -0.47
O -1.99 -3.94 2.00
H -1.75 -3.32 2.69
H -2.38 -4.68 2.47
O 1.20 -0.08 2.36
H 1.86 0.56 2.61
H 0.38 0.42 2.35
O -0.80 -0.88 3.68
H -0.69 -0.05 3.23
H -1.74 -0.92 3.87
O -2.39 0.68 -1.66
H -2.75 0.92 -2.52
H -3.14 0.33 -1.18
O -0.80 0.97 2.86
H -0.11 1.51 2.48
H -1.52 1.58 3.01
O 2.49 1.65 1.54
H 3.10 1.21 0.96
H 2.95 2.43 1.83
O 3.61 0.83 -0.11
H 3.96 1.47 -0.73
H 3.84 -0.02 -0.49
O -0.08 1.40 -3.72
H 0.65 0.93 -4.11
H -0.63 1.65 -4.46
O 2.25 -2.48 0.70
H 2.23 -1.91 -0.07
H 2.47 -3.34 0.34
O 1.34 3.87 -2.67
H 0.50 3.85 -2.22
H 1.13 3.69 -3.59
O -1.69 2.55 -1.37
H -1.69 2.89 -2.26
H -2.19 1.74 -1.41
O -2.11 -4.04 0.03
H -2.15 -4.00 0.98
H -2.32 -3.15 -0.25
O -2.52 -2.30 -0.83
H -3.11 -1.57 -0.68
H -2.08 -2.09 -1.65
```

Values from the calculation:
Maximum force   13.2 eV/Å
Molecular weight   345.4 g mol⁻¹
Net charge   +1
Energy relative to the best compared isomer or geometry (same formula, charge and spin)   3128.1 kJ/mol
Energy   -1337.141287 Eh
LUMO energy   -3.36 eV